1.
This record from the OMol25 dataset describes a structure of composition C14H7ClF3N2O2PtSSe in a non-equilibrium geometry. The level of theory is ωB97M-V/def2-TZVPD.

Last column: natural (NBO) charge in e.
CARTESIAN COORDINATES (ANGSTROEM)
1 Pt -0.3751 0.1938 0.4059  1.294
2 Se -2.4635 0.4536 4.5213  0.300
3 Cl -3.6779 6.9482 -3.6163  0.066
4 S 1.7929 -0.4087 -0.6473  0.268
5 F 2.8704 -3.8082 -3.4465  -0.300
6 F 3.5433 -2.7607 -1.6750  -0.306
7 F 2.9012 -1.6452 -3.4172  -0.305
8 O -0.6605 1.4385 -1.3324  -0.615
9 O -1.7007 2.0563 0.4811  -0.627
10 N -0.7335 -0.1646 2.2720  -0.620
11 N -0.4261 -1.6486 -0.8520  -0.453
12 C -0.9612 -3.6565 -1.9710  -0.244
13 C -1.4476 0.1164 3.1822  0.106
14 C 0.3337 -3.7098 -2.4745  -0.075
15 C -1.9994 3.4047 -1.4636  -0.162
16 C -3.0477 5.5813 -2.7969  0.004
17 C -1.6874 3.6114 -2.8066  -0.153
18 C -1.3095 -2.5937 -1.1607  0.083
19 C -2.2099 4.6996 -3.4747  -0.233
20 C 0.8283 -1.6925 -1.2979  0.070
21 C -3.3805 5.3704 -1.4615  -0.232
22 C -2.8560 4.2808 -0.7980  -0.150
23 C -1.4340 2.2583 -0.7376  0.770
24 C 1.2410 -2.7151 -2.1473  -0.191
25 C 2.6525 -2.7383 -2.6796  0.978
26 H -1.0307 2.9182 -3.3144  0.237
27 H -2.3036 -2.4860 -0.7488  0.238
28 H -3.0940 4.0920 0.2399  0.241
29 H 0.6482 -4.5233 -3.1135  0.264
30 H -1.9734 4.8731 -4.5146  0.244
31 H -4.0414 6.0556 -0.9505  0.244
32 H -1.6843 -4.4225 -2.2056  0.259

Properties
- charge = +1
- E (a.u.) = -4476.0889
- LUMO (alpha / beta) (eV) = -7.6 / -7.5
- orbital gap (alpha / beta) (eV) = 4.455 / 4.483
- ΔE to the lowest compared entry with this formula, charge and spin (eV) = 0.281

=====

2.
This record from the OMol25 dataset describes a cluster of 10 separate species, C43H69I2N2O18 in total in a non-equilibrium geometry. The level of theory is ωB97M-V/def2-TZVPD.

Last column: Löwdin charge in e.
CARTESIAN COORDINATES (ANGSTROEM)
1 I 6.6367 1.3323 0.1570  0.779
2 I 4.8418 0.3030 4.7883  0.420
3 O -6.8254 -0.0933 -9.2725  0.116
4 O -8.2344 0.2612 -1.1864  0.114
5 O -6.7940 0.9767 0.3616  0.026
6 O 0.3017 -1.7985 -3.6994  0.015
7 O -4.5119 0.8268 4.5811  0.004
8 O -3.1296 1.1966 -3.2096  -0.004
9 O 5.4909 7.4603 -2.7641  0.103
10 O -8.1234 -0.1386 -7.4572  0.017
11 O 7.4681 -2.3152 3.9891  -0.012
12 O 0.5715 -7.9055 -1.3364  0.116
13 O 0.0993 0.3871 -4.0668  0.127
14 O -1.3692 -1.8159 0.0396  0.013
15 O -3.1828 1.3433 2.8587  0.122
16 O -3.0316 -0.1687 -4.9582  0.103
17 O 0.2424 -5.7916 -1.9723  0.017
18 O -1.9738 -1.8157 2.1891  0.087
19 O 8.8844 -1.8830 2.3168  0.115
20 O 4.2377 6.8442 -1.0257  0.020
21 N 0.6646 -0.3209 2.2404  0.019
22 N 5.0779 2.7761 2.7977  -0.067
23 C 8.6780 -2.3450 3.3983  -0.495
24 C -2.8395 2.5774 -2.9065  -0.129
25 C 0.9680 -2.9228 -4.3066  -0.144
26 C -4.3531 0.2618 5.8964  -0.156
27 C -7.9366 0.3786 -0.0352  -0.497
28 C 0.4958 -0.6807 -4.4303  -0.462
29 C 1.3430 0.6472 3.1371  -0.297
30 C 9.6783 -3.0157 4.3308  -0.077
31 C -1.0342 -4.9713 -0.1691  -0.144
32 C -8.0578 0.6773 2.3283  -0.146
33 C -1.7835 2.9800 -3.9337  -0.142
34 C 6.5041 6.2500 -0.8926  -0.073
35 C -8.7075 -0.1042 1.1841  -0.074
36 C 1.7578 1.8748 2.3706  -0.224
37 C 1.2802 -1.0184 -5.6837  -0.062
38 C 4.4423 6.2273 0.2673  -0.152
39 C 7.5315 -2.8444 5.3192  -0.169
40 C -3.4082 -0.7612 0.5259  -0.066
41 C -0.1852 -4.5536 -1.3619  -0.155
42 C -3.3572 -1.0595 -0.9720  -0.131
43 C 6.4544 0.9070 2.2532  -0.840
44 C 1.1301 -2.5390 -5.7749  -0.140
45 C 8.7739 -3.7336 5.3339  -0.156
46 C -5.9214 -0.8918 -7.1442  -0.074
47 C 2.5615 2.8825 3.2016  -0.207
48 C -2.1570 2.1076 -5.1351  -0.079
49 C -2.2046 -1.5204 1.0477  -0.483
50 C -3.0783 -0.5740 5.8232  -0.140
51 C -3.3107 0.8563 3.9387  -0.471
52 C -7.9694 -0.4272 -6.0523  -0.150
53 C 0.1947 -6.8028 -1.0739  -0.492
54 C -0.3720 -6.2881 0.2396  -0.067
55 C 5.7232 5.4174 0.1256  -0.165
56 C -1.8643 -1.2507 -1.1978  -0.125
57 C -6.7726 -1.3678 -5.9670  -0.147
58 C 3.8228 3.4195 2.5158  -0.294
59 C 5.1093 1.4703 2.6942  -0.799
60 C 7.6511 1.4594 2.9960  -0.210
61 C 5.4043 6.9182 -1.7002  -0.499
62 C -2.2513 0.2065 4.8016  -0.069
63 C -2.8000 0.9052 -4.4787  -0.509
64 C -6.6450 0.8887 1.7947  -0.152
65 C -6.9556 -0.3455 -8.1124  -0.493
66 H -5.2510 -0.0809 -6.8566  0.120
67 H -1.7681 4.0481 -4.1387  0.115
68 H -1.3435 -0.3096 -1.3776  0.132
69 H -3.2698 0.2977 0.7426  0.118
70 H -7.0971 -2.3952 -6.1376  0.115
71 H 0.6278 0.9147 3.9082  0.096
72 H 10.2777 -2.2346 4.8007  0.128
73 H 8.0024 2.3772 2.5451  0.040
74 H -5.2411 -0.3213 6.1278  0.119
75 H 7.0992 7.0332 -0.4192  0.127
76 H -7.7953 0.5124 -5.5254  0.126
77 H -1.6310 -1.9332 -2.0091  0.101
78 H 7.3880 1.6744 4.0213  0.032
79 H -2.5948 -0.6999 6.7891  0.115
80 H 7.1412 5.6561 -1.5408  0.122
81 H 2.8012 2.4800 4.1792  0.060
82 H 8.4622 0.7431 2.9530  0.054
83 H 10.3283 -3.6818 3.7716  0.118
84 H 1.9264 -3.0633 -3.8040  0.134
85 H -1.6120 -0.4213 4.1902  0.095
86 H 0.2211 -2.7861 -6.3234  0.119
87 H -0.7999 2.6868 -3.5736  0.106
88 H -8.8939 -0.8666 -5.6885  0.121
89 H 3.6144 3.4442 1.4364  0.094
90 H 1.9096 3.7347 3.3780  0.094
91 H -1.6562 0.9964 5.2631  0.135
92 H -1.0625 -4.2196 0.6125  0.102
93 H 4.3226 1.0172 2.0853  0.061
94 H 1.3433 -0.9926 1.9101  0.065
95 H 0.0209 -0.8755 2.7844  0.017
96 H 2.3336 1.5682 1.5033  0.093
97 H -4.2716 1.0812 6.6136  0.124
98 H -2.8875 2.5947 -5.7846  0.129
99 H 2.3156 -0.7123 -5.5277  0.134
100 H 6.4493 -0.1717 2.3191  0.023
101 H -8.5518 -1.1799 1.2781  0.129
102 H -8.0759 0.1681 3.2890  0.113
103 H 3.9336 4.4601 2.8156  0.087
104 H -3.3080 -1.5635 5.4272  0.119
105 H 3.5751 5.6188 0.5051  0.108
106 H 8.5229 -4.7259 4.9562  0.112
107 H -6.1756 1.7976 2.1564  0.126
108 H -5.3456 -1.6846 -7.6106  0.125
109 H -9.7675 0.0966 1.0634  0.121
110 H 2.2073 0.1989 3.6186  0.014
111 H -2.0589 -5.1637 -0.4925  0.123
112 H -1.0628 -7.0116 0.6613  0.122
113 H -2.4832 2.6380 -1.8816  0.128
114 H 9.2034 -3.8496 6.3270  0.109
115 H -3.7767 -0.2828 -1.5990  0.096
116 H 7.6030 -2.0060 6.0138  0.118
117 H -3.7659 3.1481 -2.9954  0.126
118 H 6.6095 -3.3826 5.5179  0.123
119 H 0.8567 2.3430 1.9861  0.101
120 H 6.2349 5.2570 1.0710  0.117
121 H -3.8920 -1.9884 -1.1841  0.120
122 H -1.2946 1.7996 -5.7152  0.113
123 H -8.5562 1.6399 2.4467  0.117
124 H -6.2657 -1.3283 -5.0060  0.114
125 H 4.5308 7.0227 1.0108  0.125
126 H -5.9863 0.0496 2.0202  0.108
127 H 0.4580 -6.1346 0.9306  0.133
128 H 5.4967 4.4389 -0.2927  0.077
129 H 0.3580 -3.8089 -4.1535  0.115
130 H 0.6995 -3.9897 -1.0624  0.138
131 H -0.7309 -3.9780 -2.1038  0.100
132 H -4.3172 -1.1173 1.0021  0.113
133 H 0.8718 -0.4879 -6.5386  0.124
134 H 1.9639 -3.0443 -6.2561  0.115

Properties
- charge = -1
- E (a.u.) = -3739.2812
- LUMO (eV) = 1.7
- orbital gap (eV) = 5.504